ORCA calculation (ωB97M-V/def2-TZVPD) on a structure of composition C12H27ClIO5P2Tm at a distorted geometry.

The geometry in ORCA input format:
```
! RIJCOSX wB97M-V def2-TZVPD def2/J DEFGRID3
* xyz 2 3
C -4.530 2.217 -6.459
C -4.309 1.110 -5.446
H -5.371 1.905 -7.095
H -3.647 2.357 -7.101
H -4.805 3.161 -5.965
O -4.914 0.067 -5.321
I -2.671 1.309 -3.917
Tm -1.295 -0.034 -0.888
P 0.767 -1.606 -1.901
C 1.123 -3.385 -1.912
C 0.420 -1.319 -3.665
H 2.450 0.137 -1.883
H 3.058 -1.391 -2.608
H 2.899 -1.184 -0.830
C 2.460 -0.949 -1.800
H 0.265 -0.258 -3.869
H 1.281 -1.715 -4.226
H 1.872 -3.593 -2.699
H 0.206 -3.941 -2.090
H -0.501 -1.824 -3.960
H 1.497 -3.688 -0.935
C -1.177 -2.159 0.253
O -1.092 -3.211 0.738
Cl -0.058 1.927 -1.561
C -2.615 1.472 2.548
C -1.392 1.993 3.277
O -0.112 1.493 2.737
P 0.197 0.259 1.658
O 0.287 -1.074 2.582
C 1.030 -1.467 3.760
C 0.421 -0.933 5.030
O 1.791 0.552 1.316
C 2.918 0.826 2.180
C 3.625 2.084 1.709
H -2.597 1.754 1.481
H -3.512 1.922 2.978
H -2.706 0.392 2.682
H -1.325 3.084 3.203
H -1.400 1.733 4.350
H 0.975 -2.569 3.762
H 2.082 -1.166 3.655
H -0.578 -1.348 5.169
H 1.057 -1.249 5.863
H 0.347 0.159 5.044
H 2.558 0.950 3.215
H 3.619 -0.023 2.136
H 2.999 2.954 1.924
H 4.569 2.218 2.248
H 3.833 2.051 0.633
*
```

HOMO energy (alpha / beta), eV: -15.17 / -15.17
F_max, hartree/bohr: 0.1202
E_tot, Ha: -3374.96084
Expectation value of S²: 2.002
HOMO-LUMO gap (alpha / beta), Eh: 0.261 / 0.262

The net atomic charges from natural (NBO), expressed in e, are:
1. C -0.74
2. C 0.57
3. H 0.28
4. H 0.28
5. H 0.28
6. O -0.44
7. I -0.05
8. Tm 1.63
9. P 0.76
10. C -0.93
11. C -0.94
12. H 0.27
13. H 0.26
14. H 0.26
15. C -0.92
16. H 0.26
17. H 0.27
18. H 0.27
19. H 0.25
20. H 0.25
21. H 0.26
22. C 0.41
23. O -0.34
24. Cl -0.52
25. C -0.65
26. C -0.05
27. O -0.83
28. P 1.67
29. O -0.87
30. C -0.05
31. C -0.64
32. O -0.84
33. C -0.06
34. C -0.63
35. H 0.18
36. H 0.27
37. H 0.21
38. H 0.22
39. H 0.21
40. H 0.21
41. H 0.19
42. H 0.22
43. H 0.25
44. H 0.22
45. H 0.19
46. H 0.19
47. H 0.22
48. H 0.24
49. H 0.22